1.
Density functional theory data (wB97M-V/def2-TZVPD) for a structure of composition C18H14O3PRuSSe3Te at a distorted geometry.

The geometry in XYZ format:
```
42
Properties=species:S:1:pos:R:3:forces:R:3
Ru 1.7742 0.6494 1.7546 1.07 -0.12 0.54
O -0.1829 0.0089 2.8907 0.50 -0.19 -0.13
S -0.5657 1.4320 2.9115 -1.93 1.30 0.61
O -1.3210 1.8913 4.0383 0.48 -0.37 -0.43
O 0.6742 2.2168 2.6300 -0.16 0.32 0.38
C -1.5849 1.6612 1.4567 0.40 -0.98 -0.19
C -2.8448 2.2264 1.6193 1.00 -0.09 0.41
C -3.6344 2.4474 0.5100 -0.49 -0.53 0.22
C -3.1821 1.9913 -0.6901 0.60 -0.30 -2.31
C -1.9313 1.3653 -0.8985 -0.48 -0.55 0.72
C -1.1297 1.1104 0.2206 -0.45 0.99 0.00
P 0.4032 0.1214 0.0403 0.04 0.49 -0.75
C 0.9955 0.4469 -1.6587 -0.36 -2.22 0.94
C 1.0945 1.7204 -2.1168 -0.40 1.50 -0.18
C 1.5666 2.0767 -3.3685 0.25 -2.15 0.59
C 2.0558 1.0328 -4.1279 0.12 -0.91 -0.86
C 1.9804 -0.2894 -3.6672 0.61 -0.76 -0.12
C 1.4265 -0.6266 -2.4318 0.36 0.45 -1.12
C 0.0383 -1.6016 0.3278 -0.71 -0.27 -0.09
C -1.2483 -1.7932 0.7885 -1.20 0.00 0.93
C -1.6707 -3.0088 1.3148 0.54 -0.36 -0.63
C -0.8484 -4.1154 1.2438 0.58 -0.56 -0.89
C 0.4423 -3.9558 0.6651 -0.90 0.14 0.84
C 0.9171 -2.7001 0.3104 -0.79 0.09 -0.02
H -3.1653 2.4263 2.6278 -0.04 0.35 0.10
H -4.6504 2.8216 0.5696 0.21 0.17 0.20
H -3.8184 2.0835 -1.5738 0.15 0.09 0.29
H -1.6686 0.9473 -1.8812 -0.17 0.39 0.47
H 0.7020 2.4762 -1.4873 -0.24 0.90 0.53
H 1.5589 3.0726 -3.6701 0.06 1.46 -0.57
H 2.4591 1.1303 -5.1400 -0.08 0.44 0.43
H 2.4435 -1.0975 -4.2730 -0.60 0.69 0.33
H 1.3370 -1.6740 -2.1650 0.00 0.22 0.23
H -1.9861 -0.9860 0.8840 0.57 -0.26 -0.32
H -2.6677 -3.0996 1.6720 -0.61 -0.03 0.37
H -1.2233 -5.1344 1.5056 0.49 1.07 -0.06
H 1.0500 -4.8335 0.5649 0.41 -0.14 -0.04
H 1.9294 -2.5524 0.0145 0.66 -0.09 -0.31
Se 3.2381 1.3905 0.0475 0.83 -0.29 0.97
Se 4.3156 1.4400 2.2406 -0.74 -0.11 -0.74
Te 4.5902 -1.0013 3.0026 0.44 -0.03 -0.15
Se 2.3317 -1.7174 3.2984 -0.03 0.27 -0.23
```
Forces are in eV/Å.

## Properties
HOMO (alpha / beta) = -11.63 / -12.11 eV
Net charge = +1
F_max = 2.4 eV Å⁻¹
Spin multiplicity = 5
Frontier orbital gap (alpha / beta) = 7.1 / 6.4 eV
Molar mass = 806.898 g/mol

---

2.
Density functional theory data (wB97M-V/def2-TZVPD) for an isolated molecule of CH2FIO at a distorted geometry.

The geometry in XYZ format:
```
6
Properties=species:S:1:pos:R:3:forces:R:3
C 0.2893 0.0568 -0.0892 4.32 1.87 -1.30
O -0.5133 -0.8960 -0.3923 -1.81 -2.24 -1.76
F 1.0750 -0.3316 0.9560 -0.05 0.49 1.49
I -0.7325 1.9705 0.2420 0.35 -0.39 0.15
H 1.1587 0.2001 -0.8884 -2.53 0.08 0.96
H -1.2772 -0.9998 0.1719 -0.28 0.19 0.45
```
Forces are in eV/Å.

## Properties
SMILES = O[C@H](F)I
HOMO = -9.98 eV
Relative energy (zero: lowest compared OMol25 entry of this formula, charge and spin) = 10.5 kJ/mol
F_max = 4.9 eV Å⁻¹
Frontier orbital gap = 10.2 eV
Molar mass = 175.928 g/mol

---

3.
Density functional theory data (wB97M-V/def2-TZVPD) for a structure of composition C22H16AuF2N4S3.

The geometry in XYZ format:
```
48
Properties=species:S:1:pos:R:3:forces:R:3
Au 0.2565 -0.4116 -1.3179 0.06 -0.08 -0.01
S 2.5341 0.1903 -0.5241 0.02 0.04 0.00
C 2.0302 1.8208 -0.8292 0.02 -0.22 0.04
N 0.8366 2.0261 -1.3105 0.04 0.06 0.11
C 0.5777 3.3795 -1.4235 -0.14 -0.01 -0.16
C -0.6005 3.9453 -1.9188 0.04 0.04 0.03
C -0.6946 5.3167 -1.9738 -0.01 -0.01 0.00
C 0.3649 6.1332 -1.5502 -0.04 0.04 -0.01
C 1.5358 5.5922 -1.0669 0.02 -0.03 0.01
C 1.6322 4.2031 -1.0060 0.00 0.03 0.01
S 2.9546 3.2256 -0.4605 0.08 0.05 0.00
H -1.4107 3.3134 -2.2543 0.01 -0.02 0.00
H -1.5982 5.7732 -2.3540 0.01 0.02 0.00
H 0.2621 7.2082 -1.6070 0.00 0.00 0.00
H 2.3516 6.2260 -0.7476 0.01 -0.01 0.00
F -4.8014 0.7401 -2.7195 -0.01 0.01 0.00
C -3.9015 -0.2084 -2.4367 -0.05 0.03 -0.01
C -2.6049 0.1693 -2.1335 0.02 -0.02 0.02
C -1.6768 -0.8114 -1.8412 -0.01 0.05 -0.01
C -2.0326 -2.1722 -1.8513 0.00 -0.04 -0.02
C -3.3557 -2.4799 -2.1605 -0.02 0.00 0.00
F -3.7687 -3.7609 -2.1785 0.00 -0.01 0.00
C -4.3070 -1.5257 -2.4557 0.05 0.00 0.01
C -0.9833 -3.1702 -1.5542 -0.01 0.02 -0.02
C -1.1323 -4.5574 -1.5750 0.02 0.02 0.00
C -0.0430 -5.3643 -1.2996 0.01 -0.01 0.00
C 1.1883 -4.7973 -1.0044 -0.01 0.01 0.00
C 1.2725 -3.4206 -0.9966 0.01 0.01 0.01
N 0.2209 -2.6482 -1.2577 -0.02 0.00 -0.01
H -2.3491 1.2194 -2.1299 -0.01 0.00 0.00
H -5.3225 -1.8072 -2.6921 0.00 0.00 0.00
H -2.0848 -4.9970 -1.8131 -0.01 -0.01 0.00
H -0.1566 -6.4400 -1.3233 0.00 0.00 0.00
H 2.0604 -5.3992 -0.7950 0.00 0.00 0.00
H 2.2025 -2.9077 -0.7832 0.00 0.00 0.00
C 2.6135 1.2591 4.4683 -0.02 -0.03 -0.01
N 1.8152 0.0455 4.3411 0.03 0.01 0.05
C 1.6417 -0.9128 5.3153 0.06 -0.02 -0.01
C 0.8471 -1.8774 4.7985 -0.07 0.03 0.00
N 0.5377 -1.4784 3.5210 0.04 -0.03 0.02
C 1.1286 -0.2982 3.2331 0.09 -0.09 -0.07
S 1.0154 0.5688 1.7802 -0.19 0.17 0.05
H 3.0536 1.2712 5.4607 0.01 0.02 0.00
H 1.9791 2.1313 4.3317 0.01 0.01 0.00
H 3.3963 1.2608 3.7135 0.00 0.01 0.00
H 2.0971 -0.8295 6.2855 0.01 0.00 0.00
H 0.4768 -2.7885 5.2313 -0.01 0.00 0.00
H -0.0587 -1.9556 2.8652 -0.01 -0.01 -0.01
```
Forces are in eV/Å.

## Properties
HOMO (alpha / beta) = -10.48 / -11.01 eV
Net charge = +1
Relative energy (zero: lowest compared OMol25 entry of this formula, charge and spin) = 17.5 kJ/mol
F_max = 0.3 eV Å⁻¹
Spin multiplicity = 3
Frontier orbital gap (alpha / beta) = 7.9 / 5.8 eV
Molar mass = 667.562 g/mol

---

4.
Density functional theory data (wB97M-V/def2-TZVPD) for a cluster of 2 separate species, C3H7N3 in total at a distorted geometry.

The geometry in XYZ format:
```
13
Properties=species:S:1:pos:R:3:forces:R:3
N -2.0072 -0.4333 -0.1085 -0.25 0.09 -0.09
C -0.8747 0.4868 -0.0306 0.11 0.01 0.07
C 0.4054 -0.1302 0.4410 -0.20 -0.30 -0.01
N 0.3911 -1.4253 0.4895 -0.06 0.12 0.03
C 2.7187 1.2493 -0.2985 0.97 0.54 -0.20
N 3.6586 1.7706 -0.7328 -0.86 -0.48 0.32
H -2.7401 -0.1542 0.5319 0.03 -0.13 -0.09
H -2.4063 -0.4633 -1.0374 -0.03 0.01 0.08
H -1.0742 1.3693 0.5917 -0.03 -0.19 -0.06
H -0.6175 0.9031 -1.0181 -0.07 -0.07 0.16
H 1.7710 0.7053 0.1755 0.59 0.33 -0.28
H -0.4656 -1.9469 0.2865 0.04 0.02 0.03
H 1.2408 -1.9312 0.7097 -0.24 0.03 0.03
```
Forces are in eV/Å.

## Properties
HOMO = -8.99 eV
Relative energy (zero: lowest compared OMol25 entry of this formula, charge and spin) = 242.8 kJ/mol
F_max = 1.1 eV Å⁻¹
Frontier orbital gap = 9.5 eV
Molar mass = 85.110 g/mol

---

5.
Density functional theory data (wB97M-V/def2-TZVPD) for an isolated molecule of C4H3N at a distorted geometry.

The geometry in XYZ format:
```
8
Properties=species:S:1:pos:R:3:forces:R:3
C 1.8005 0.6534 0.0223 -0.29 -0.45 0.11
C 0.7739 0.0345 0.0896 0.68 0.06 0.07
C -0.5023 -0.6863 0.1584 0.13 -0.02 0.03
C -1.5242 0.2622 -0.2872 -0.37 1.18 -0.42
N -2.1061 1.1859 -0.6632 0.06 -0.99 0.33
H 2.7499 1.1371 -0.0119 -0.15 0.05 -0.04
H -0.7058 -1.0184 1.1819 -0.01 0.04 -0.16
H -0.4860 -1.5684 -0.4900 -0.04 0.13 0.10
```
Forces are in eV/Å.

## Properties
SMILES = C#CCC#N
HOMO = -10.80 eV
Relative energy (zero: lowest compared OMol25 entry of this formula, charge and spin) = 39.7 kJ/mol
F_max = 1.3 eV Å⁻¹
Frontier orbital gap = 11.5 eV
Molar mass = 65.075 g/mol

---

6.
Density functional theory data (wB97M-V/def2-TZVPD) for an isolated molecule of C8H10O3Si at a distorted geometry.

The geometry in XYZ format:
```
22
Properties=species:S:1:pos:R:3:forces:R:3
C -2.1071 -0.5546 -0.2413 -0.44 -0.60 -0.96
C -1.8635 0.7134 0.0832 -1.78 -0.89 -0.47
C 1.1633 -1.3956 -0.6143 3.52 0.40 -0.28
C 1.1344 -0.2365 1.5205 -0.03 1.80 0.23
C -1.2604 -1.8029 0.0320 -0.03 0.11 -0.93
C -0.7623 1.3227 0.8438 0.78 0.65 1.60
C -0.1768 -1.6987 -0.9682 1.06 0.76 0.67
C 0.6169 0.7566 0.5384 -0.05 1.06 0.00
O 2.1575 -1.2581 -1.3500 -2.89 -0.49 2.04
O 1.2753 0.0309 2.7029 -0.22 -0.87 -1.26
O 1.4663 -1.3583 0.9273 0.05 -1.65 -1.78
Si 1.8809 1.7188 -0.6438 1.07 -0.67 2.40
H -2.8722 -0.7582 -1.0364 0.38 0.35 1.17
H -2.6302 1.4148 -0.2790 0.45 -0.19 0.13
H -0.9373 -2.0419 1.0385 0.21 0.59 0.15
H -1.7833 -2.6788 -0.3021 -0.94 -0.41 0.06
H -0.7829 2.3243 0.4578 0.20 0.87 0.21
H -0.9840 1.4216 1.9962 0.55 -0.47 -2.05
H -0.3929 -1.6868 -2.0421 0.08 -0.10 0.49
H 1.6785 1.3765 -2.0069 -0.54 0.03 -1.10
H 3.3062 1.1862 -0.3465 -1.14 0.48 -0.03
H 1.8737 3.2046 -0.3101 -0.31 -0.75 -0.28
```
Forces are in eV/Å.

## Properties
HOMO (alpha / beta) = -9.38 / -8.85 eV
Relative energy (zero: lowest compared OMol25 entry of this formula, charge and spin) = 138.9 kJ/mol
F_max = 3.6 eV Å⁻¹
Frontier orbital gap (alpha / beta) = 8.4 / 6.8 eV
Molar mass = 182.251 g/mol

---

The highest molar mass belongs to which entry? C18H14O3PRuSSe3Te